# 1
C12H18Cl2N2W | ωB97M-V/def2-TZVPD

Geometry as XYZ:
```
35
Properties=species:S:1:pos:R:3
W -1.152 1.978 1.421
Cl -0.107 3.753 0.227
Cl 0.456 2.435 2.890
C 2.417 -0.051 -0.632
H 3.464 -0.286 -0.728
H 2.118 0.728 0.146
C -0.728 1.153 -0.378
C 1.787 -0.697 -1.614
H -0.599 0.057 -0.394
C 1.654 0.026 -2.975
H 0.907 -1.273 -1.308
C 1.267 1.534 -3.172
H 2.702 -0.119 -3.350
H 0.946 -0.485 -3.670
C -0.263 1.814 -3.165
H 1.731 2.214 -2.442
H 1.663 1.884 -4.165
C -1.017 1.467 -1.806
H -0.478 2.876 -3.352
H -0.695 1.364 -4.088
H -1.637 2.328 -1.574
H -1.635 0.657 -2.201
N -1.500 -3.337 4.062
C -1.154 -2.356 3.186
C 0.159 -2.284 2.656
C 0.473 -1.142 1.915
N -0.397 -0.079 1.813
C -1.715 -0.290 2.056
C -2.131 -1.386 2.795
H -0.836 -4.013 4.404
H -2.418 -3.335 4.480
H 0.890 -3.095 2.809
H 1.445 -1.047 1.417
H -2.433 0.495 1.628
H -3.184 -1.485 3.110
```

Properties
- 2S+1: 3
- Gap between HOMO and LUMO (alpha / beta): 6.35 / 6.45 eV
- <S²>: 2.01
- Net charge: 0
- Total energy: -42577.6039 eV
- Highest occupied orbital energy (alpha / beta): -0.2412 / -0.2563 hartree
- Energy above the lowest of the compared OMol25 structures with the same formula, charge and spin: 406.2 kJ/mol



# 2
C12H23AuBN3O2S2 | ωB97M-V/def2-TZVPD

Geometry as XYZ:
```
44
Properties=species:S:1:pos:R:3
Au 0.942 -0.748 -0.806
S -1.181 -3.650 -0.902
C -1.305 -2.997 0.597
N -0.436 -3.157 1.612
C -0.824 -2.663 2.921
C -1.759 -1.490 2.646
S -2.592 -1.914 1.088
H 0.300 -3.833 1.491
H 0.054 -2.338 3.475
H -1.334 -3.439 3.496
H -1.211 -0.561 2.494
H -2.502 -1.360 3.429
C -3.559 1.073 -1.513
C -2.308 1.927 -1.358
C -2.428 3.173 -2.214
O -1.196 1.134 -1.823
B -0.563 0.575 -0.727
O -1.089 1.079 0.457
C -1.938 2.199 0.131
C -3.120 2.235 1.078
C -1.097 3.457 0.306
H -3.611 0.731 -2.547
H -4.463 1.642 -1.286
H -3.513 0.192 -0.871
H -2.727 2.887 -3.224
H -1.481 3.707 -2.279
H -3.189 3.845 -1.807
H -3.663 1.291 1.071
H -3.804 3.040 0.797
H -2.768 2.422 2.095
H -0.283 3.476 -0.420
H -0.656 3.439 1.304
H -1.694 4.365 0.198
C 6.103 -2.472 0.200
N 5.255 -1.690 -0.698
C 5.860 -1.021 -1.851
C 3.954 -1.926 -0.720
N 2.815 -2.129 -0.736
H 7.005 -1.901 0.409
H 6.384 -3.432 -0.237
H 5.577 -2.649 1.135
H 6.771 -0.525 -1.524
H 5.173 -0.272 -2.235
H 6.104 -1.723 -2.650
```

Properties
- Gap between HOMO and LUMO: 8.04 eV
- Net charge: 0
- Total energy: -47423.8551 eV
- Highest occupied orbital energy: -0.2820 hartree
- Energy above the lowest of the compared OMol25 structures with the same formula, charge and spin: 0.0 kJ/mol



# 3
C34H28Cl3HgN6O4Se2 | ωB97M-V/def2-TZVPD

Geometry as XYZ:
```
78
Properties=species:S:1:pos:R:3
Hg 0.991 -0.830 -0.167
C 4.449 1.780 1.058
C 3.169 0.984 1.235
O 3.098 -0.086 0.558
C 2.238 1.474 2.159
C 0.982 0.904 2.519
C 0.179 1.584 3.598
N 0.521 -0.188 1.975
N -0.675 -0.691 2.480
C -1.147 -1.673 1.754
O -0.675 -2.177 0.673
C -2.443 -2.267 2.237
C -3.166 -1.710 3.292
C -4.405 -2.226 3.645
C -4.938 -3.310 2.950
C -4.215 -3.875 1.907
C -2.971 -3.357 1.554
H 4.830 1.620 0.049
H 5.201 1.425 1.769
H 4.285 2.846 1.224
H 2.484 2.418 2.630
H 0.700 2.467 3.969
H -0.008 0.890 4.419
H -0.798 1.873 3.203
H -2.737 -0.858 3.805
H -4.967 -1.777 4.456
H -5.913 -3.703 3.216
H -4.626 -4.713 1.356
H -2.397 -3.774 0.732
Se -0.558 -4.092 -2.087
Se 2.284 -3.800 -2.634
C 2.886 -3.807 -0.827
C 3.910 -4.693 -0.441
C 4.308 -4.745 0.878
C 3.675 -3.928 1.809
C 2.710 -3.058 1.348
N 2.336 -2.982 0.067
C -1.189 -2.353 -2.518
C -2.474 -2.220 -3.082
C -2.927 -0.980 -3.472
C -2.093 0.117 -3.340
C -0.858 -0.088 -2.756
N -0.419 -1.279 -2.331
H 4.363 -5.318 -1.197
H 5.098 -5.421 1.186
H 3.933 -3.957 2.859
H 2.202 -2.378 2.025
H -3.083 -3.105 -3.199
H -3.920 -0.869 -3.894
H -2.394 1.107 -3.657
H -0.174 0.743 -2.612
Cl 4.595 3.977 -5.166
C 3.634 3.237 -3.887
C 3.397 1.871 -3.902
C 2.638 1.303 -2.902
Cl 2.416 -0.416 -2.861
C 2.007 2.045 -1.849
O 1.202 1.542 -1.013
C 2.380 3.424 -1.868
Cl 1.821 4.417 -0.532
C 3.149 4.019 -2.853
H 3.806 1.247 -4.687
H 3.355 5.080 -2.810
N -1.337 4.966 -1.012
C -2.451 4.622 -0.311
O -3.285 5.446 0.037
C -2.627 3.156 -0.060
C -3.911 2.664 0.133
C -4.088 1.301 0.300
C -2.968 0.479 0.230
N -1.732 0.950 0.097
C -1.566 2.263 -0.023
H -1.113 5.943 -1.084
H -0.585 4.310 -1.164
H -4.741 3.359 0.143
H -5.069 0.871 0.461
H -3.066 -0.600 0.288
H -0.524 2.580 -0.087
```

Properties
- 2S+1: 2
- Gap between HOMO and LUMO (alpha / beta): 5.43 / 5.71 eV
- <S²>: 0.76
- Net charge: -2
- Total energy: -225279.8700 eV
- Highest occupied orbital energy (alpha / beta): -0.0486 / -0.0589 hartree
- Energy above the lowest of the compared OMol25 structures with the same formula, charge and spin: 0.0 kJ/mol



# 4
C3H7NO3P | ωB97M-V/def2-TZVPD

Geometry as XYZ:
```
15
Properties=species:S:1:pos:R:3
C -1.031 0.022 -0.830
C 0.225 0.846 -1.074
C -0.858 -1.156 0.156
N 0.807 1.320 0.145
O 1.920 -1.091 1.238
O 1.057 0.672 2.859
O -0.587 -0.672 1.476
P 0.938 -0.026 1.600
H -1.714 0.752 -0.351
H -1.540 -0.343 -1.712
H 0.985 0.198 -1.677
H -0.078 1.731 -1.798
H -1.764 -1.764 0.251
H -0.093 -1.992 -0.210
H 1.734 1.502 -0.075
```

Properties
- Gap between HOMO and LUMO: 8.53 eV
- Net charge: -1
- Total energy: -20149.4436 eV
- SMILES string: O=[P@@]1([O-])NCCCO1
- Highest occupied orbital energy: -0.1680 hartree
- Energy above the lowest of the compared OMol25 structures with the same formula, charge and spin: 0.0 kJ/mol



# 5
C2H3Cl3NO | ωB97M-V/def2-TZVPD

Geometry as XYZ:
```
10
Properties=species:S:1:pos:R:3
C 0.413 0.444 -0.349
C -0.987 -0.008 0.204
N 1.464 -0.330 0.226
O 1.959 -1.473 -0.247
Cl -2.405 1.701 -0.725
Cl -1.499 -1.464 -0.597
Cl -1.343 -0.102 1.892
H 0.568 1.469 -0.223
H 0.464 0.116 -1.386
H 1.366 -0.352 1.204
```

Properties
- Gap between HOMO and LUMO (alpha / beta): 6.08 / 8.22 eV
- Net charge: -1
- Total energy: -43225.6710 eV
- Highest occupied orbital energy (alpha / beta): -0.0968 / -0.1769 hartree
- Energy above the lowest of the compared OMol25 structures with the same formula, charge and spin: 72.0 kJ/mol



# 6
C24H32N2O6 | ωB97M-V/def2-TZVPD

Geometry as XYZ:
```
64
Properties=species:S:1:pos:R:3
C -1.393 -3.727 -0.509
H -2.237 -4.345 -0.209
H -1.138 -3.965 -1.540
H -1.685 -2.681 -0.466
C -0.192 -3.984 0.404
C 0.941 -3.077 0.024
C 1.908 -3.572 -0.788
C 3.008 -2.785 -1.284
O 3.896 -3.176 -2.002
O 3.021 -1.469 -0.902
C 2.090 -0.938 -0.080
C 2.284 0.410 0.223
C 1.364 1.042 1.050
C 0.295 0.315 1.588
C 0.125 -1.024 1.313
C 1.015 -1.695 0.432
O -0.890 -1.756 1.862
C -1.693 -1.168 2.865
C -2.749 -0.204 2.301
O -2.993 0.867 2.808
N -3.367 -0.696 1.212
H -3.118 -1.619 0.887
C -4.399 0.018 0.498
C -4.209 0.008 -1.023
N -3.150 0.904 -1.445
C -3.372 1.500 -2.752
C -2.283 2.543 -3.005
H -2.392 2.983 -3.998
O -0.999 1.967 -2.965
C -0.778 1.350 -1.720
C -1.835 0.290 -1.419
H -1.643 -0.115 -0.427
H -1.757 -0.524 -2.164
H 0.211 0.892 -1.768
H -0.800 2.103 -0.918
H -2.361 3.331 -2.241
H -4.348 1.989 -2.761
H -3.342 0.744 -3.556
H -5.145 0.355 -1.465
H -4.038 -1.027 -1.369
H -4.378 1.046 0.865
H -5.374 -0.425 0.733
H -1.092 -0.651 3.619
H -2.211 -2.007 3.342
H -0.388 0.859 2.218
O 1.428 2.335 1.403
C 2.437 3.172 0.816
C 2.676 4.284 1.839
H 3.058 3.865 2.766
H 3.392 5.002 1.452
H 1.740 4.792 2.052
C 1.893 3.769 -0.485
H 2.639 4.415 -0.938
H 1.623 2.990 -1.193
H 1.003 4.356 -0.272
C 3.725 2.375 0.582
C 3.473 1.160 -0.304
H 4.344 0.503 -0.308
H 3.299 1.463 -1.340
H 4.475 3.027 0.135
H 4.100 2.038 1.552
H 1.893 -4.600 -1.114
H -0.476 -3.830 1.442
H 0.128 -5.020 0.282
```

Properties
- Gap between HOMO and LUMO: 8.54 eV
- Net charge: 0
- Total energy: -40673.2955 eV
- SMILES string: CCc1cc(=O)oc2c3c(cc(OCC(=O)NCCN4CCOCC4)c12)OC(C)(C)CC3
- Highest occupied orbital energy: -0.3030 hartree
- Energy above the lowest of the compared OMol25 structures with the same formula, charge and spin: 154.2 kJ/mol



# 7
C31H33BN11O3S2Zn | ωB97M-V/def2-TZVPD

Geometry as XYZ:
```
82
Properties=species:S:1:pos:R:3
Zn 0.065 -0.070 -0.018
C 3.544 -0.274 -0.917
C 3.121 0.449 0.315
C 3.921 0.996 1.319
C 3.046 1.479 2.274
C 3.369 2.112 3.586
N 1.795 1.250 1.838
N 1.844 0.616 0.634
B 0.445 1.631 2.482
N -0.341 2.551 1.509
N -0.678 2.134 0.259
C -1.326 3.143 -0.315
C -1.859 3.094 -1.712
C -1.417 4.224 0.572
C -0.775 3.805 1.721
C -0.556 4.547 2.998
N -0.414 0.379 2.778
N -0.729 -0.474 1.773
C -1.436 -1.472 2.283
C -1.844 -2.633 1.444
C -1.619 -1.249 3.650
C -0.952 -0.069 3.927
C -0.797 0.618 5.244
H 4.631 -0.341 -0.955
H 3.138 -1.284 -0.904
H 3.203 0.240 -1.821
H 4.997 0.987 1.373
H 4.407 2.443 3.580
H 2.731 2.969 3.797
H 3.250 1.386 4.394
H 0.651 2.218 3.499
H -1.437 2.265 -2.273
H -2.947 2.993 -1.718
H -1.613 4.016 -2.240
H -1.877 5.183 0.396
H -1.025 5.527 2.932
H -0.986 4.016 3.847
H 0.507 4.686 3.201
H -1.622 -2.451 0.392
H -1.271 -3.511 1.745
H -2.908 -2.853 1.554
H -2.129 -1.884 4.355
H -1.717 0.519 5.820
H 0.012 0.167 5.823
H -0.572 1.674 5.126
N -2.787 -1.040 -6.380
C -3.474 -0.700 -5.276
S -5.106 -0.502 -5.288
C -2.640 -0.497 -4.048
C -1.265 -0.297 -4.122
C -0.544 -0.138 -2.955
N -1.114 -0.170 -1.754
C -2.430 -0.353 -1.674
C -3.229 -0.511 -2.791
H -3.323 -1.267 -7.201
H -1.859 -1.425 -6.310
H -0.738 -0.240 -5.064
H 0.531 -0.009 -2.976
H -2.851 -0.372 -0.676
H -4.293 -0.664 -2.694
O 6.087 -0.107 7.165
C 4.753 -0.411 7.222
O 4.167 -0.197 8.255
C 4.153 -0.960 5.998
C 2.756 -0.988 5.891
C 2.136 -1.461 4.759
C 2.861 -1.965 3.646
S 2.087 -2.527 2.229
C 4.274 -1.958 3.788
C 4.890 -1.468 4.916
H 6.392 -0.238 6.260
H 2.174 -0.616 6.727
H 1.057 -1.469 4.686
H 4.864 -2.354 2.971
H 5.976 -1.526 4.957
O 0.839 -1.896 -0.691
N 0.390 -2.559 -1.688
C 1.153 -3.532 -2.134
C 0.674 -4.234 -3.284
N 0.280 -4.796 -4.210
C 2.439 -3.831 -1.571
N 3.459 -4.045 -1.085
```

Properties
- Gap between HOMO and LUMO: 4.07 eV
- Net charge: -1
- Total energy: -125986.6177 eV
- Highest occupied orbital energy: -0.1286 hartree
- Energy above the lowest of the compared OMol25 structures with the same formula, charge and spin: 89.2 kJ/mol



# 8
C9H19IN8O2Y | ωB97M-V/def2-TZVPD

Geometry as XYZ:
```
40
Properties=species:S:1:pos:R:3
Y 0.381 -0.004 0.226
N 0.564 2.939 1.707
N -0.259 3.829 0.986
C -0.848 3.436 -0.154
N -1.706 4.215 -0.765
N -0.490 2.169 -0.511
N -0.915 1.633 -1.671
O -0.428 0.446 -1.782
O -1.624 2.119 -2.481
H 0.232 2.923 2.670
H 1.508 3.320 1.728
H -0.438 4.752 1.362
H -1.886 5.151 -0.422
H -2.106 3.965 -1.659
N 2.726 0.609 -0.072
C 3.291 -0.206 -1.209
C 3.522 -1.656 -0.810
C 2.281 -2.521 -0.655
N 1.467 -2.158 0.563
H 2.783 1.593 -0.334
H 3.373 0.523 0.713
H 4.230 0.245 -1.529
H 2.598 -0.141 -2.054
H 4.130 -1.703 0.100
H 4.137 -2.112 -1.587
H 2.574 -3.568 -0.582
H 1.633 -2.431 -1.533
H 2.084 -2.242 1.373
H 0.770 -2.891 0.708
I -3.660 -4.068 -1.784
C -3.200 -2.753 -0.263
C -4.026 -2.583 0.850
C -3.669 -1.688 1.846
C -2.494 -0.976 1.719
N -1.685 -1.120 0.651
C -2.043 -1.992 -0.314
H -4.944 -3.151 0.935
H -4.297 -1.547 2.716
H -2.185 -0.276 2.487
H -1.381 -2.081 -1.173
```

Properties
- Gap between HOMO and LUMO: 6.50 eV
- Net charge: +3
- Total energy: -34774.7217 eV
- Highest occupied orbital energy: -0.6195 hartree
- Energy above the lowest of the compared OMol25 structures with the same formula, charge and spin: 49.6 kJ/mol



# 9
C9H32Ba4O9 | ωB97M-V/def2-TZVPD

Geometry as XYZ:
```
54
Properties=species:S:1:pos:R:3
Ba -2.147 0.567 -4.065
Ba -2.731 2.849 -0.820
Ba -3.988 -1.266 -0.630
Ba 0.888 3.086 -3.010
O -2.196 0.380 0.705
C -0.798 0.260 0.532
C -0.176 -0.017 -0.925
O -0.413 0.907 -1.859
H -0.458 -0.503 1.232
H -0.341 1.215 0.792
H -0.276 -1.075 -1.166
H 0.911 -0.028 -0.835
C -2.049 -0.241 4.568
O -2.916 -0.296 3.507
H -1.555 -1.202 4.707
H -1.313 0.523 4.321
H -2.618 0.112 5.428
H -2.372 -0.066 2.750
C 1.698 -1.895 -4.352
O 1.670 -0.927 -5.319
H 1.287 -1.368 -3.490
H 0.909 -2.634 -4.492
H 2.668 -2.370 -4.210
H 1.171 -0.173 -4.995
C 2.075 3.033 1.616
O 3.069 3.918 1.237
H 2.116 2.017 1.222
H 2.011 3.148 2.698
H 1.145 3.464 1.246
H 2.839 4.220 0.355
C -2.213 -3.275 2.067
O -2.339 -3.232 0.686
H -2.917 -2.612 2.571
H -2.407 -4.314 2.336
H -1.262 -2.937 2.479
H -1.598 -3.700 0.295
C -1.666 3.790 2.915
O -2.190 4.273 1.695
H -1.755 2.703 2.905
H -0.659 4.201 2.988
H -2.256 4.068 3.788
H -2.177 5.230 1.774
C 4.013 0.762 -2.980
O 2.976 1.331 -2.325
H 4.479 1.365 -3.759
H 4.747 0.625 -2.186
H 3.599 -0.182 -3.333
H 2.715 0.792 -1.575
C 0.801 -4.054 -1.020
O -0.524 -4.517 -1.225
H 1.379 -4.855 -0.560
H 1.226 -3.595 -1.913
H 0.817 -3.236 -0.300
H -0.900 -4.267 -2.072
```

Properties
- 2S+1: 2
- Gap between HOMO and LUMO (alpha / beta): 2.32 / 2.32 eV
- <S²>: 0.75
- Net charge: +7
- Total energy: -30949.5739 eV
- Highest occupied orbital energy (alpha / beta): -0.9613 / -0.9614 hartree



# 10
C2H3NO | ωB97M-V/def2-TZVPD

Geometry as XYZ:
```
7
Properties=species:S:1:pos:R:3
C -1.513 -0.003 0.047
C -0.185 -0.535 -0.107
N -0.586 0.941 -0.077
O -2.991 -0.168 -0.025
H 0.471 -0.879 0.701
H -0.038 -0.833 -1.144
H -0.515 1.651 -0.906
```

Properties
- Gap between HOMO and LUMO: 9.92 eV
- Net charge: 0
- Total energy: -5656.2066 eV
- SMILES string: O=C1CN1
- Highest occupied orbital energy: -0.3604 hartree
- Energy above the lowest of the compared OMol25 structures with the same formula, charge and spin: 356.8 kJ/mol